1.
{"formula": "C2H2Cl2FNO", "method": "ωB97M-V/def2-TZVPD", "symbols": ["C", "C", "N", "O", "F", "Cl", "Cl", "H", "H"], "coordinates": [[0.12157, -0.17704, -1.05331], [-0.97751, 2.84984, -0.91044], [-0.14911, 0.71044, -0.08588], [0.20137, -0.17428, -2.26325], [-1.67440, 3.27924, 0.10246], [-1.83956, 2.40424, -2.29912], [0.43700, 3.70515, -1.01630], [0.29260, -1.03290, -0.34762], [-0.74531, 0.44094, 0.67484]], "atomic_forces_ev_per_a": [[-0.63, -1.06, 0.79], [0.58, -2.37, 0.66], [-0.47, 3.86, -1.64], [0.21, 0.50, 1.05], [-1.04, -0.15, 0.42], [-0.12, 0.22, 0.06], [1.23, 0.52, -0.58], [0.39, -1.10, -0.99], [-0.15, -0.42, 0.24]], "orbital_gap_ha": [0.31697, 0.27533], "lumo_energy_ev": [-0.88, -1.35], "de_lowest_kcal_mol": 87.9, "multiplicity": 1}

2.
{"formula": "C18H24BrN3O2S2", "method": "ωB97M-V/def2-TZVPD", "symbols": ["C", "C", "N", "S", "O", "O", "C", "C", "C", "C", "Br", "C", "C", "C", "C", "C", "C", "C", "S", "N", "C", "C", "N", "C", "C", "C", "H", "H", "H", "H", "H", "H", "H", "H", "H", "H", "H", "H", "H", "H", "H", "H", "H", "H", "H", "H", "H", "H", "H", "H"], "coordinates": [[-4.22063, -0.17214, 0.47214], [-2.73318, -0.13974, 0.80725], [-2.26383, -1.47169, 1.10001], [-1.07302, -1.70300, 2.22096], [-1.29610, -0.76588, 3.28030], [-1.03854, -3.10529, 2.49745], [0.47609, -1.27299, 1.41660], [0.95466, -2.08422, 0.40510], [2.12645, -1.74309, -0.24739], [2.80180, -0.59608, 0.14266], [4.39621, -0.10617, -0.76265], [2.34493, 0.20016, 1.18237], [1.16840, -0.14857, 1.82372], [-1.88030, 0.52511, -0.30833], [-2.10408, -0.18422, -1.60980], [-3.04380, 0.07451, -2.55890], [-2.98985, -0.81816, -3.65381], [-2.01163, -1.74681, -3.52422], [-1.12598, -1.54512, -2.05998], [-2.18341, 1.93709, -0.52196], [-2.39420, 2.77918, 0.64327], [-1.10884, 3.07217, 1.41969], [-0.15898, 3.72896, 0.54012], [1.04528, 4.12010, 1.23568], [0.12065, 2.89764, -0.61470], [-1.18178, 2.58262, -1.35910], [-4.55958, 0.82165, 0.19620], [-4.78054, -0.52223, 1.33434], [-4.40582, -0.84638, -0.36007], [-2.57128, 0.39672, 1.74521], [-2.25780, -2.13066, 0.33866], [0.41290, -2.97870, 0.14381], [2.51119, -2.35610, -1.04728], [2.90328, 1.07440, 1.48152], [0.77578, 0.43445, 2.64253], [-0.82646, 0.36576, -0.00925], [-3.73875, 0.88892, -2.47753], [-3.65334, -0.76657, -4.49811], [-1.74465, -2.54221, -4.19057], [-3.14261, 2.34247, 1.30128], [-2.78710, 3.72678, 0.26240], [-1.33196, 3.74599, 2.25010], [-0.70245, 2.13319, 1.83926], [0.78205, 4.80235, 2.04265], [1.70576, 4.63748, 0.54137], [1.58769, 3.26254, 1.66565], [0.78993, 3.44541, -1.28245], [0.62933, 1.95701, -0.32525], [-0.97070, 1.94954, -2.22248], [-1.61634, 3.52064, -1.71337]], "atomic_forces_ev_per_a": [[0.28, -0.04, 0.24], [-0.18, 0.70, -0.04], [0.53, -0.29, 0.72], [-0.10, -0.23, -0.33], [0.08, 0.26, -0.14], [0.08, -0.09, -0.29], [-0.43, -0.13, 0.45], [0.09, -0.06, 0.04], [0.00, 0.06, 0.03], [0.11, 0.08, -0.02], [-0.13, -0.04, 0.07], [0.09, -0.09, -0.10], [-0.07, 0.05, 0.09], [0.16, 0.00, 0.22], [0.27, -0.35, -0.13], [0.17, 0.03, 0.22], [0.06, -0.18, -0.11], [0.25, -0.12, 0.26], [-0.49, 0.35, -0.39], [-0.13, -0.10, 0.02], [0.12, -0.03, 0.27], [-0.27, 0.10, -0.11], [-0.03, 0.00, 0.02], [-0.09, 0.00, -0.04], [-0.18, -0.08, -0.19], [0.27, 0.07, -0.15], [-0.09, 0.11, -0.08], [-0.07, -0.02, 0.08], [-0.06, -0.03, -0.09], [-0.12, 0.15, -0.18], [0.04, -0.28, -0.10], [0.00, -0.15, -0.10], [0.03, -0.04, -0.05], [0.01, 0.04, 0.02], [0.02, 0.12, 0.07], [-0.22, 0.09, -0.07], [-0.12, 0.20, 0.06], [-0.10, -0.02, -0.17], [0.00, -0.15, -0.20], [-0.06, 0.03, 0.02], [-0.03, -0.01, 0.12], [0.01, -0.07, 0.05], [0.02, 0.03, 0.04], [0.08, 0.03, 0.07], [0.09, 0.03, 0.03], [0.03, -0.03, 0.01], [0.02, -0.07, -0.01], [0.01, 0.11, -0.03], [-0.02, 0.07, -0.01], [0.07, 0.02, -0.07]], "smiles": "C[C@@H](NS(=O)(=O)c1ccc(Br)cc1)[C@@H](c1cccs1)N1CCN(C)CC1", "orbital_gap_ha": 0.32475, "lumo_energy_ev": 0.38, "multiplicity": 1}

3.
{"formula": "H23O11", "method": "ωB97M-V/def2-TZVPD", "symbols": ["O", "H", "H", "O", "H", "H", "O", "H", "H", "O", "H", "H", "O", "H", "H", "O", "H", "H", "O", "H", "O", "H", "H", "O", "H", "H", "O", "H", "H", "O", "H", "H", "H", "H"], "coordinates": [[2.17990, -3.86719, 0.31184], [-0.62016, 3.05412, 3.07371], [0.97128, -2.14178, 1.29365], [3.35651, 2.26947, -1.00708], [3.10758, -4.02953, 0.01141], [-1.76959, 2.34062, 3.89600], [0.50223, 0.43308, -3.98064], [-3.78968, 1.96776, -1.32420], [-0.96155, -4.74911, -2.24828], [1.30378, 0.91006, 1.90287], [1.83921, 0.10412, 1.62735], [-2.71597, 0.15365, -0.51846], [0.81467, -1.34257, 0.78130], [0.35831, -4.37569, -1.34247], [2.58812, 2.04483, -0.46070], [-0.94447, -0.41394, 2.17388], [-1.69761, -0.47062, 1.51919], [2.13650, -3.93663, 1.32795], [-1.10509, 2.23673, 3.23721], [-0.44563, 0.47022, -3.81213], [-2.71525, -0.74982, -0.03686], [0.91187, 0.41790, -3.06336], [4.24451, 1.82444, -0.85740], [0.09162, 2.87196, -1.97422], [-3.67336, -0.68536, -0.02651], [0.31952, 3.63797, -2.55073], [-2.95194, 1.46697, -1.46100], [0.83402, 2.64819, -1.41530], [-2.39456, 2.24946, -1.13775], [-0.56245, -4.17484, -1.59903], [1.54003, 1.27060, 2.73712], [-1.32226, 0.08008, 3.04543], [-0.32073, 0.36835, 1.93502], [0.89064, -1.88353, -0.05778]], "atomic_forces_ev_per_a": [[0.44, -0.14, 1.74], [-0.39, 0.02, 0.32], [-0.09, 0.20, 1.03], [1.00, 0.10, -0.59], [-1.07, 0.15, 0.76], [-0.61, 0.80, 0.83], [0.80, -0.19, 1.71], [0.02, -1.09, -0.51], [0.61, -0.49, -0.15], [-0.28, -1.08, -1.74], [-0.95, 1.28, 0.69], [1.16, -1.08, 0.20], [0.63, -2.02, -2.02], [-0.88, -0.51, -0.71], [1.37, -0.63, 0.38], [-1.47, 2.94, 3.43], [-0.27, -0.30, -0.78], [0.64, -0.23, -2.53], [0.87, -0.92, -1.04], [0.04, 0.05, 0.03], [-0.09, 2.20, -0.10], [-0.83, 0.13, -1.82], [-2.37, 0.46, 0.39], [-0.74, 0.64, -0.44], [-0.68, -1.23, 0.66], [0.15, -1.01, 0.80], [0.04, 3.24, 1.20], [0.42, 0.41, -0.28], [0.05, -1.77, -0.94], [0.39, 1.02, 0.99], [0.83, 0.21, 1.10], [0.70, -1.68, -2.47], [0.69, -0.97, -0.49], [-0.15, 1.47, 0.36]], "orbital_gap_ha": 0.35465, "lumo_energy_ev": -3.28, "de_lowest_kcal_mol": 101.7, "total_charge": 1, "multiplicity": 1}

4.
{"formula": "C6H11BO3", "method": "ωB97M-V/def2-TZVPD", "symbols": ["C", "C", "C", "O", "C", "O", "O", "H", "H", "H", "H", "H", "H", "B", "C", "C", "H", "H", "H", "H", "H"], "coordinates": [[-1.48221, 2.98073, -1.06658], [-0.92081, 1.67764, -0.54321], [-1.62500, 1.15401, 0.67469], [-0.60417, 0.38395, 1.30654], [0.58539, 0.93801, 0.93635], [1.63809, 0.66421, 1.42358], [0.41086, 1.84929, -0.06043], [-2.48447, 2.83969, -1.47549], [-1.52920, 3.73460, -0.27666], [-0.83672, 3.38650, -1.84850], [-0.89354, 0.93165, -1.34498], [-2.48330, 0.52882, 0.42653], [-1.94314, 1.93936, 1.36708], [2.81405, -2.70064, 0.01717], [1.41344, -3.51703, 0.13865], [0.25883, -2.70057, 0.03874], [3.45472, -2.73720, -0.97433], [3.15005, -2.03820, 0.95011], [1.37769, -4.63284, 0.30586], [-0.66747, -3.01420, -0.52977], [0.36692, -1.66777, 0.53466]], "atomic_forces_ev_per_a": [[0.29, 0.27, -0.03], [-0.54, 0.73, -0.57], [-0.54, -0.36, 0.10], [0.38, 0.27, -0.10], [0.71, 0.00, 0.31], [-0.51, 0.05, -0.21], [0.08, -0.47, 0.43], [0.07, -0.06, 0.02], [-0.03, -0.13, 0.03], [-0.11, -0.12, -0.03], [-0.02, -0.06, 0.11], [0.15, -0.10, 0.13], [0.05, 0.09, -0.16], [-1.76, -0.69, 1.29], [-1.07, 1.46, 0.29], [2.40, -0.81, 0.46], [0.11, -0.26, -0.15], [0.01, 0.26, -0.25], [-0.20, 1.05, -1.48], [0.84, 0.22, 1.54], [-0.29, -1.34, -1.71]], "smiles": "C[C@@H]1COC(=O)O1.BC=C", "orbital_gap_ha": 0.33807, "lumo_energy_ev": 0.56, "de_lowest_kcal_mol": 90.7, "multiplicity": 1}

5.
{"formula": "C3H7NOS", "method": "ωB97M-V/def2-TZVPD", "symbols": ["C", "N", "O", "C", "S", "C", "H", "H", "H", "H", "H", "H", "H"], "coordinates": [[-2.62570, 0.60802, -0.29398], [-1.46222, 0.40871, 0.24410], [-1.07958, -0.85412, 0.12006], [0.30885, -1.19950, 0.43926], [1.52445, -0.19699, -0.49413], [1.48846, 1.33163, 0.40941], [-2.98542, -0.30766, -0.76981], [-3.01551, 1.79515, -0.29901], [0.31654, -2.27051, -0.03005], [0.48317, -1.37237, 1.53780], [0.46361, 1.70981, 0.23429], [2.18422, 1.85356, -0.18376], [2.00476, 1.27496, 1.41927]], "atomic_forces_ev_per_a": [[1.57, 2.30, 0.71], [-1.43, 2.60, -0.08], [0.79, -2.36, 0.07], [-0.60, -1.71, -1.17], [-0.57, -1.68, 0.75], [0.05, -0.40, 0.68], [-1.00, 0.67, -0.24], [0.89, -3.91, -0.01], [0.33, 1.98, 0.80], [-0.17, 0.88, -0.96], [0.84, 0.26, 1.11], [0.74, 1.32, -0.74], [-1.43, 0.05, -0.91]], "smiles": "C=NOCSC", "orbital_gap_ha": 0.36266, "lumo_energy_ev": 0.97, "de_lowest_kcal_mol": 95.8, "multiplicity": 1}

6.
{"formula": "C27H56Br6O17S5", "method": "ωB97M-V/def2-TZVPD", "symbols": ["Br", "C", "C", "Br", "H", "H", "H", "H", "Br", "C", "C", "Br", "H", "H", "H", "H", "Br", "C", "C", "Br", "H", "H", "H", "H", "O", "S", "O", "O", "C", "C", "C", "H", "H", "H", "H", "H", "H", "H", "H", "O", "S", "O", "O", "C", "C", "C", "H", "H", "H", "H", "H", "H", "H", "H", "O", "S", "O", "O", "C", "C", "C", "H", "H", "H", "H", "H", "H", "H", "H", "O", "S", "O", "O", "C", "C", "C", "H", "H", "H", "H", "H", "H", "H", "H", "O", "S", "O", "O", "C", "C", "C", "H", "H", "H", "H", "H", "H", "H", "H", "C", "C", "C", "O", "C", "C", "C", "O", "H", "H", "H", "H"], "coordinates": [[1.63895, 7.17318, -0.77682], [3.30771, 6.12857, -1.05844], [3.11668, 5.20572, -2.27647], [4.79638, 4.15154, -2.56397], [3.57405, 5.48395, -0.22080], [4.13008, 6.83276, -1.18468], [2.97024, 5.87931, -3.12083], [2.23913, 4.58360, -2.10051], [-0.27243, -0.69338, -2.48651], [1.00596, 0.74616, -2.06961], [0.67935, 1.10681, -0.63146], [1.42517, 2.90615, -0.38689], [0.73697, 1.57517, -2.72419], [2.04017, 0.43565, -2.21826], [1.20009, 0.44117, 0.05690], [-0.33146, 1.13171, -0.22434], [-6.94052, 3.61782, 0.25117], [-4.97567, 3.12258, 0.06575], [-4.74540, 2.17166, -1.06514], [-3.11571, 1.29356, -0.49646], [-4.64689, 2.68733, 1.00944], [-4.38795, 4.02669, -0.09315], [-4.55882, 2.69076, -2.00527], [-5.47986, 1.40158, -1.30104], [3.69712, 2.35534, 4.88217], [3.80906, 1.19699, 4.01244], [5.03772, 0.70093, 3.42373], [3.23917, -0.15194, 4.83915], [2.00931, -0.01054, 5.46863], [1.21363, -1.31947, 5.51945], [2.50703, 1.30670, 2.75013], [1.41258, 0.75081, 4.96629], [2.19133, 0.28644, 6.50148], [1.06155, -1.85298, 4.58119], [0.24346, -1.19145, 5.99955], [1.91152, -2.04613, 5.93541], [3.03927, 1.64469, 1.86097], [1.67312, 1.96192, 3.00188], [2.22951, 0.27996, 2.51164], [-5.36491, -1.00129, 0.59987], [-6.05727, -1.44635, -0.62836], [-7.08588, -0.60324, -1.27857], [-4.89337, -1.83438, -1.73561], [-3.64966, -2.38995, -1.37439], [-3.44907, -3.53920, -2.27864], [-6.65067, -3.27103, -0.28798], [-3.67831, -2.68601, -0.32576], [-2.80655, -1.69942, -1.39558], [-3.35710, -3.21967, -3.31668], [-4.18438, -4.34374, -2.26721], [-2.51157, -4.06786, -2.10621], [-7.65878, -3.47213, -0.65042], [-6.62011, -3.38981, 0.79510], [-5.91961, -3.90108, -0.79462], [-0.77312, 1.11466, 3.23644], [-1.78669, 0.05449, 3.40255], [-2.02152, -0.64208, 4.71939], [-3.18173, 0.75107, 2.89325], [-4.42312, 0.27385, 3.36478], [-4.74560, 0.82199, 4.73563], [-1.59510, -1.20763, 2.02274], [-4.41818, -0.81566, 3.39709], [-5.20595, 0.39343, 2.61580], [-3.96530, 0.58750, 5.45968], [-5.74253, 0.58458, 5.10694], [-4.85207, 1.90643, 4.70797], [-1.26782, -0.68237, 1.12548], [-2.53769, -1.74708, 1.92994], [-0.88882, -1.91238, 2.46161], [-1.07120, 3.13667, -6.41012], [-1.58783, 1.81227, -6.14412], [-2.64704, 1.20266, -6.94571], [-0.32050, 0.74470, -6.28611], [0.95531, 1.09041, -5.86597], [1.91594, -0.14083, -5.72025], [-2.09825, 1.59043, -4.34603], [0.97449, 1.62557, -4.91657], [1.36629, 1.81830, -6.56552], [1.73596, -0.70035, -4.80229], [2.94199, 0.16793, -5.92025], [1.69307, -0.82487, -6.53911], [-2.87745, 2.30257, -4.07435], [-1.19901, 1.81271, -3.77153], [-2.44735, 0.57051, -4.18477], [3.51680, -0.30893, 0.28399], [4.64230, -1.19122, -0.03200], [4.47811, -2.36257, -0.85271], [5.89124, -0.33637, -0.65823], [5.96095, 1.09067, -0.75664], [5.96994, 1.86056, 0.53629], [5.41286, -1.65440, 1.51977], [5.08400, 1.35441, -1.34783], [6.87248, 1.36175, -1.28932], [6.60006, 1.43956, 1.31975], [5.03846, 1.89378, 1.10139], [6.19104, 2.90127, 0.29930], [5.79670, -2.66855, 1.40904], [4.72688, -1.66970, 2.36671], [6.15107, -0.88249, 1.73727], [0.24599, -4.34429, -0.70080], [0.52072, -3.22047, 0.01303], [1.34652, -3.26412, 1.17705], [1.56414, -2.28255, 1.89708], [1.98088, -4.55252, 1.41522], [1.68738, -5.69849, 0.69080], [0.71014, -5.69669, -0.42846], [0.31238, -6.70181, -1.05793], [-0.28918, -4.26766, -1.63574], [0.04136, -2.30927, -0.31307], [2.67739, -4.65508, 2.23421], [2.14587, -6.67048, 0.79779]], "atomic_forces_ev_per_a": [[0.85, -0.62, 0.00], [0.33, -0.77, -0.30], [0.27, 1.43, 0.40], [-1.15, 0.55, 0.14], [-0.56, 0.38, 0.43], [-0.30, 0.07, -0.16], [0.11, -0.58, -0.34], [0.53, -0.28, -0.38], [0.53, -0.13, -0.37], [-1.52, 0.12, 0.46], [1.16, -0.08, 0.79], [-0.13, -0.16, 0.43], [0.15, -0.20, -0.05], [-0.25, -0.18, 0.13], [0.37, 0.06, -0.08], [-0.15, 0.27, -1.00], [1.30, -0.20, -0.16], [-0.98, 0.42, 0.48], [0.05, -0.17, -0.63], [0.53, -0.37, -0.63], [-0.58, 0.09, 0.01], [-0.40, 0.11, 0.06], [0.17, 0.03, 0.13], [-0.10, 0.13, 0.65], [0.82, -1.09, -0.85], [-1.99, -1.52, 0.69], [-0.96, 1.02, 0.81], [2.23, 1.01, -1.58], [-1.99, 0.11, 0.60], [1.25, -0.55, -0.70], [1.17, -0.19, -0.28], [-0.09, 0.17, 0.11], [-0.11, 0.31, 0.06], [-0.25, 0.84, -0.70], [0.35, -0.13, 0.33], [-0.40, -0.13, 1.09], [-0.13, 0.30, 0.03], [0.27, -0.19, 0.23], [-0.26, -0.08, 0.21], [-1.48, -0.57, -2.14], [0.37, -0.85, 0.51], [2.53, -1.97, 1.23], [-2.55, 2.18, 0.10], [0.49, -0.79, 1.58], [1.12, -1.34, -1.27], [0.29, 1.65, -0.10], [-0.11, -0.26, 0.14], [-0.36, 0.49, -0.46], [-0.24, 0.22, -0.08], [-0.42, 0.33, 0.31], [0.20, 0.21, 0.40], [0.15, 0.39, -0.17], [0.12, 0.09, -0.14], [-0.08, 0.13, 0.14], [-1.86, -2.10, 0.59], [-0.15, -0.54, 0.48], [0.75, 1.94, -3.52], [1.37, 0.37, 0.14], [-0.92, -1.52, 0.77], [-0.41, 1.10, 0.12], [-0.08, 0.52, 2.10], [0.41, -0.30, 0.28], [0.29, 0.94, -0.16], [-0.24, -0.19, -0.05], [0.08, -0.85, -0.07], [0.50, 0.29, -0.27], [0.03, -0.20, 0.24], [-0.17, 0.41, -0.14], [0.50, 0.16, -0.52], [-0.55, -0.98, 0.43], [-0.59, -1.71, 0.00], [1.73, 1.18, 1.05], [-2.69, -0.01, 0.08], [2.47, 0.53, 0.65], [-1.42, 0.43, -1.13], [0.82, 0.48, -1.17], [-0.42, 0.01, 0.27], [0.15, -0.13, -0.25], [0.34, 0.25, 0.07], [0.00, 0.09, 0.64], [-0.12, -0.12, -0.07], [0.07, 0.09, -0.43], [-0.16, -0.14, 0.08], [0.23, 0.13, -0.28], [1.46, -0.68, -1.15], [-0.42, 0.55, 1.11], [0.12, 1.23, 0.34], [-0.14, -1.17, 0.11], [-1.26, 0.27, 0.14], [-0.60, 0.06, 1.01], [-0.10, -0.12, 0.12], [0.17, 0.49, -0.13], [-0.05, -0.61, -0.25], [0.76, 0.19, -0.40], [-0.44, -0.19, -0.61], [0.40, -0.02, 0.16], [0.35, 0.27, -0.17], [-0.47, 0.14, -0.45], [0.11, -0.39, -0.06], [-0.09, -0.61, -0.85], [-0.50, -0.62, -0.15], [0.34, -1.41, -0.64], [0.22, 1.59, 1.19], [-0.46, -1.55, -0.62], [-0.80, 0.67, -0.92], [0.60, 1.20, 1.23], [0.30, 0.14, 0.15], [-0.43, 0.14, -0.13], [0.28, 0.29, 0.21], [0.14, 0.30, 0.16], [0.33, -0.01, 0.62]], "orbital_gap_ha": [0.18311, 0.26976], "lumo_energy_ev": [1.61, 1.61], "total_charge": -1, "multiplicity": 2}